1.
A cluster of 2 separate species, C28H50N5O7 in total, computed with the ωB97M-V functional and the def2-TZVPD basis.

Summary:
HOMO: -8.4258 eV

Geometry as ORCA input:
```
! RIJCOSX wB97M-V def2-TZVPD def2/J DEFGRID3
* xyz 1 1
C 4.506 -2.577 -0.064
C 3.437 -1.497 -0.643
C 4.005 0.001 -0.507
C 2.002 -1.724 0.061
C 2.123 -1.596 1.658
C 0.961 -0.656 -0.598
O -0.403 -1.147 -0.653
C -1.203 -0.592 0.442
C -2.094 -1.825 0.929
N -3.332 -1.542 1.658
N -3.599 -2.469 2.652
C -3.570 -0.148 2.101
C -5.200 -0.017 2.108
O -5.741 1.113 2.434
O -6.043 -1.029 1.731
C -2.941 -0.037 3.603
C -3.902 0.164 4.755
C -3.350 0.224 6.220
C -1.818 0.105 6.225
C -1.072 -0.093 4.924
N -1.523 -0.202 3.583
C -3.025 1.008 1.101
C -2.528 2.336 1.814
C -0.983 2.539 2.104
C -0.746 3.431 3.454
C 0.729 3.006 3.997
O 1.773 3.759 3.301
C 2.594 2.914 2.510
O 3.263 1.940 2.922
N -2.181 0.476 -0.045
C -1.638 1.454 -0.982
C -2.815 1.933 -2.143
C -3.350 0.672 -3.148
O -4.199 1.390 -1.959
H 4.893 -2.209 0.956
H 5.336 -2.753 -0.827
H 3.925 -3.566 0.028
H 3.355 -1.711 -1.778
H 5.149 -0.032 -0.330
H 3.867 0.637 -1.463
H 3.576 0.596 0.372
H 1.643 -2.774 -0.245
H 1.302 -0.983 2.159
H 2.026 -2.669 2.083
H 3.139 -1.202 2.004
H 1.310 -0.566 -1.702
H 1.074 0.397 -0.160
H -0.457 -0.213 1.205
H -2.364 -2.428 -0.027
H -1.379 -2.526 1.515
H -2.759 -2.760 3.173
H -4.148 -3.269 2.320
H -5.043 0.269 4.706
H -4.037 0.342 7.117
H -1.260 0.166 7.213
H 0.078 -0.177 5.027
H -3.989 1.346 0.546
H -3.105 2.536 2.796
H -2.850 3.221 1.134
H -0.327 1.625 2.226
H -0.527 3.184 1.254
H -1.491 3.180 4.282
H -0.671 4.548 3.211
H 0.814 3.271 5.121
H 0.908 1.874 3.942
H 2.644 3.142 1.383
H -2.855 -0.133 -0.575
H -1.327 2.478 -0.606
H -0.828 1.115 -1.707
H -2.664 3.013 -2.653
H -2.402 0.083 -2.762
H -4.030 -0.198 -2.895
C 3.032 -1.760 -7.115
C 1.764 -1.594 -6.291
C 1.606 -0.193 -5.688
O 2.486 -0.047 -4.573
C 3.706 0.640 -4.868
N 1.823 -2.560 -5.144
H 3.933 -1.753 -6.497
H 3.016 -2.711 -7.656
H 3.120 -0.959 -7.855
H 0.891 -1.856 -6.894
H 0.591 -0.099 -5.287
H 1.733 0.597 -6.432
H 3.608 1.339 -5.700
H 4.487 -0.092 -5.088
H 4.007 1.193 -3.978
H 2.159 -3.491 -5.408
H 0.914 -2.656 -4.681
H 2.461 -2.164 -4.434
*
```

Löwdin atomic charge list, values in e, 2 entries: -0.089 -0.381

2.
A cluster of 9 separate species, C28H51B3O36S8 in total, computed with the ωB97M-V functional and the def2-TZVPD basis.

Summary:
HOMO: -8.1679 eV

Geometry as ORCA input:
```
! RIJCOSX wB97M-V def2-TZVPD def2/J DEFGRID3
* xyz 0 1
C 2.079 2.847 -5.507
C 1.036 1.603 -5.284
C -0.264 2.159 -4.497
O -0.340 1.764 -3.106
C 0.087 2.820 -2.205
B -0.480 2.686 -0.684
O -1.648 3.512 -0.329
B -1.086 4.463 0.639
O -0.504 3.883 1.828
B -0.326 2.434 1.666
C -0.561 1.540 3.022
C 0.921 1.053 3.488
C 1.475 1.429 4.894
C 2.923 1.009 5.356
C 3.838 0.196 4.371
C 5.317 -0.170 4.863
C 3.309 -0.232 2.946
C 1.851 0.210 2.523
O 0.071 1.867 0.368
H 1.816 3.729 -4.797
H 2.002 3.285 -6.576
H 3.178 2.522 -5.356
H 0.701 1.219 -6.328
H 1.535 0.711 -4.766
H -1.185 1.703 -5.041
H -0.316 3.288 -4.685
H -0.311 3.839 -2.606
H 1.248 2.926 -2.236
H -1.108 5.609 0.364
H -0.932 2.248 3.865
H -1.298 0.673 2.898
H 0.852 2.022 5.648
H 3.273 1.313 6.400
H 5.598 0.566 5.715
H 6.061 0.038 3.998
H 5.440 -1.268 5.174
H 3.967 -0.846 2.246
H 1.518 -0.093 1.471
O 6.860 -0.642 1.826
S 7.070 -2.047 2.027
O 7.536 -2.595 3.266
O 8.020 -2.592 0.830
C 7.342 -3.629 0.116
C 5.861 -3.316 0.261
O 5.714 -2.830 1.596
H 7.591 -4.585 0.585
H 7.660 -3.644 -0.927
H 5.233 -4.192 0.098
H 5.557 -2.518 -0.424
O 2.628 1.777 -8.245
S 2.358 2.816 -9.198
O 1.074 3.436 -9.332
O 2.843 2.300 -10.661
C 3.821 3.199 -11.184
C 4.510 3.798 -9.967
O 3.471 3.982 -9.006
H 3.302 3.968 -11.762
H 4.519 2.667 -11.833
H 4.999 4.746 -10.191
H 5.241 3.102 -9.545
O -4.923 -3.883 1.696
S -4.394 -2.640 2.183
O -4.435 -2.268 3.567
O -5.034 -1.437 1.304
C -3.986 -0.697 0.679
C -2.847 -1.688 0.489
O -2.862 -2.501 1.660
H -3.693 0.115 1.352
H -4.329 -0.276 -0.267
H -1.881 -1.195 0.375
H -3.029 -2.336 -0.374
O -6.024 0.084 2.128
S -7.018 1.063 2.480
O -8.396 0.941 2.108
O -6.481 2.522 2.010
C -6.406 3.392 3.141
C -6.154 2.481 4.334
O -6.940 1.316 4.084
H -7.364 3.910 3.237
H -5.610 4.125 3.006
H -6.441 2.944 5.279
H -5.104 2.176 4.383
O 0.817 5.308 -8.899
S 1.306 6.562 -9.401
O 2.631 6.726 -9.924
O 1.050 7.702 -8.270
C 0.232 8.738 -8.812
C -0.619 8.064 -9.879
O 0.248 7.117 -10.502
H 0.888 9.495 -9.251
H -0.374 9.194 -8.028
H -1.006 8.773 -10.611
H -1.453 7.515 -9.430
O 8.598 -6.417 0.684
S 7.288 -6.970 0.867
O 6.183 -6.654 0.009
O 6.840 -6.713 2.404
C 6.563 -7.963 3.037
C 7.443 -8.978 2.324
O 7.425 -8.585 0.952
H 5.503 -8.190 2.895
H 6.781 -7.906 4.105
H 7.077 -9.999 2.437
H 8.477 -8.922 2.678
O -2.871 -9.840 4.150
S -2.384 -8.583 3.659
O -1.058 -8.411 3.144
O -2.649 -7.458 4.799
C -3.469 -6.419 4.263
C -4.313 -7.085 3.187
O -3.439 -8.023 2.559
H -2.813 -5.655 3.834
H -4.079 -5.972 5.049
H -4.699 -6.370 2.460
H -5.146 -7.641 3.627
O -8.516 2.836 8.524
S -8.302 1.432 8.727
O -7.839 0.888 9.968
O -7.346 0.888 7.532
C -8.018 -0.150 6.819
C -9.501 0.157 6.959
O -9.654 0.643 8.293
H -7.766 -1.105 7.289
H -7.698 -0.165 5.777
H -10.125 -0.722 6.796
H -9.806 0.953 6.273
*
```

Löwdin atomic charge list, values in e, 2 entries: -0.122 -0.185

3.
A structure of composition C28H52AuBN8, computed with the ωB97M-V functional and the def2-TZVPD basis.

Summary:
HOMO (spin up / spin down): -13.7158 / -14.3212 eV
Expectation value of S²: 2.014

Geometry as ORCA input:
```
! RIJCOSX wB97M-V def2-TZVPD def2/J DEFGRID3
* xyz 2 3
Au -0.264 0.817 0.750
C 3.220 -1.896 0.904
C 1.860 -2.315 0.470
C 1.182 -3.533 0.792
C -0.063 -3.488 0.034
N -0.127 -2.378 -0.622
N 1.089 -1.670 -0.371
B 1.495 -0.519 -1.413
N 2.320 0.562 -0.716
N 1.736 1.462 0.140
C 2.570 2.494 0.289
C 3.725 2.242 -0.466
C 3.527 1.036 -1.100
C 4.433 0.329 -2.050
C 2.228 3.798 0.978
C 1.404 3.609 2.249
C 1.420 4.629 -0.031
C 3.511 4.555 1.335
N 0.240 0.033 -2.065
N -0.645 0.810 -1.375
C -1.574 1.245 -2.226
C -1.296 0.711 -3.491
C -0.151 -0.043 -3.356
C 0.591 -0.814 -4.393
C -2.726 2.156 -1.865
C -2.514 2.895 -0.543
C -2.873 3.209 -2.973
C -4.011 1.318 -1.792
C -1.078 -4.590 -0.052
C -0.410 -5.709 -0.878
C -2.343 -4.112 -0.758
C -1.408 -5.125 1.347
H 3.563 -2.508 1.735
H 3.250 -0.845 1.179
H 3.916 -2.035 0.071
H 1.542 -4.315 1.442
H 2.166 -1.085 -2.225
H 4.594 2.869 -0.558
H 5.296 0.959 -2.253
H 3.937 0.113 -2.994
H 4.799 -0.616 -1.643
H 0.416 3.193 2.031
H 1.241 4.578 2.722
H 1.931 2.984 2.975
H 0.517 4.101 -0.341
H 2.011 4.835 -0.924
H 1.132 5.582 0.413
H 4.143 3.980 2.015
H 3.254 5.494 1.825
H 4.092 4.801 0.447
H -1.847 0.870 -4.402
H 0.058 -0.754 -5.338
H 0.684 -1.864 -4.116
H 1.594 -0.414 -4.544
H -1.571 3.443 -0.533
H -2.539 2.238 0.331
H -3.317 3.620 -0.405
H -1.967 3.809 -3.066
H -3.703 3.876 -2.738
H -3.081 2.752 -3.940
H -3.946 0.549 -1.017
H -4.207 0.815 -2.739
H -4.865 1.957 -1.563
H -0.159 -5.362 -1.881
H -1.102 -6.547 -0.969
H 0.498 -6.081 -0.400
H -2.124 -3.716 -1.750
H -2.855 -3.337 -0.183
H -3.033 -4.948 -0.868
H -0.522 -5.482 1.874
H -2.086 -5.973 1.251
H -1.906 -4.376 1.966
N -2.168 -0.346 0.950
C -2.541 -1.225 2.085
C -2.470 -0.491 3.422
C -1.217 -0.801 4.244
C 0.105 -0.630 3.516
N 0.225 0.726 2.916
H -2.897 0.350 0.812
H -2.129 -0.893 0.089
H -1.857 -2.075 2.074
H -3.543 -1.619 1.909
H -3.338 -0.751 4.026
H -2.559 0.585 3.238
H -1.266 -1.833 4.601
H -1.213 -0.175 5.140
H 0.213 -1.363 2.713
H 0.924 -0.794 4.218
H 1.183 1.058 2.966
H -0.327 1.394 3.447
*
```

Löwdin atomic charge list, values in e, 2 entries: 1.123 0.031